{"formula": "C24H36O18", "method": "ωB97M-V with the def2-TZVPD basis set", "de_lowest_kcal_mol": 212.2, "lumo_ev": 0.36, "e_tot_ev": -62320.1243, "homo_lumo_gap_ev": 10.66, "e_homo_ev": -10.30, "max_force_ev_per_a": 8.8, "charge": 0, "smiles": "C[C@H]1COC(=O)O1.C[C@H]1COC(=O)O1.C[C@H]1COC(=O)O1.C[C@H]1COC(=O)O1.C[C@H]1COC(=O)O1.C[C@H]1COC(=O)O1", "species": ["H", "C", "O", "H", "C", "C", "C", "H", "H", "H", "C", "C", "H", "O", "C", "C", "H", "C", "C", "H", "C", "O", "H", "H", "H", "H", "O", "C", "O", "H", "H", "O", "C", "H", "O", "H", "O", "O", "H", "H", "H", "C", "O", "H", "C", "O", "C", "H", "H", "O", "H", "H", "C", "H", "C", "H", "H", "H", "C", "H", "O", "H", "C", "H", "O", "C", "H", "H", "O", "C", "H", "C", "C", "O", "H", "H", "O", "O"], "xyz": [[-0.305167, 1.277423, 3.048667], [-2.141167, 2.891423, -4.188333], [0.453833, 4.736423, -5.413333], [1.272833, 1.720423, 1.095667], [4.288833, -2.474577, 2.830667], [-3.325167, 3.359423, 3.380667], [0.724833, -0.168577, 1.620667], [-0.292167, -4.112577, -1.712333], [5.252833, -2.709577, 2.798667], [4.040833, -4.546577, 3.056667], [-0.956167, 0.074423, 0.229667], [1.876833, -0.621577, -5.851333], [2.679833, 0.712423, 0.767667], [0.193833, -0.487577, 0.357667], [-2.673167, 3.290423, -2.640333], [-0.650167, -4.066577, 0.562667], [-3.979167, 3.959423, 3.848667], [-0.060167, -3.422577, -0.694333], [-2.483167, 4.101423, 2.339667], [1.099833, 0.716423, -1.937333], [1.598833, -0.557577, -3.584333], [4.116833, -1.879577, 1.643667], [-0.286167, -1.495577, -4.002333], [0.923833, -1.027577, 2.195667], [-1.825167, 5.031423, 2.757667], [-3.370167, 3.172423, -5.723333], [2.525833, -0.764577, -6.924333], [-4.030167, 2.084423, 2.883667], [-2.582167, 2.905423, 4.490667], [-3.855167, 2.842423, -2.766333], [-1.822167, 3.374423, 1.890667], [-3.825167, 1.190423, 3.906667], [1.835833, 0.773423, -2.812333], [-5.146167, 2.045423, 2.767667], [-2.507167, 0.944423, 5.777667], [-3.479167, 4.524423, -5.020333], [2.979833, -3.664577, 1.288667], [-0.822167, 3.443423, -4.143333], [1.621833, -1.363577, -2.940333], [2.888833, 1.020423, -2.552333], [-2.577167, 4.288423, -2.430333], [0.018833, -3.651577, 2.722667], [2.474833, -0.608577, -4.588333], [-2.246167, 1.822423, -4.116333], [-0.575167, 4.157423, -5.216333], [-0.482167, -3.087577, 1.632667], [1.804833, 0.942423, 1.384667], [0.881833, -3.199577, -0.608333], [-0.592167, -2.430577, -0.919333], [0.591833, -0.379577, -5.622333], [-0.355167, -6.107577, 1.133667], [-3.567167, 1.661423, 2.000667], [3.347833, -2.575577, 0.747667], [4.365833, -2.141577, 4.886667], [-2.928167, 1.601423, 4.813667], [-0.381167, 0.237423, -3.936333], [2.565833, -3.673577, 3.305667], [-1.784167, -4.316577, 0.604667], [3.771833, -1.708577, 4.009667], [2.219833, 1.238423, 2.353667], [-1.725167, 4.381423, -5.902333], [-2.923167, 4.594423, 1.615667], [3.481833, -3.764577, 2.642667], [-2.196167, 2.777423, -1.829333], [-1.621167, 0.046423, -0.744333], [-0.450167, 0.376423, 2.394667], [1.062833, -5.205577, 0.431667], [1.605833, 1.429423, -3.566333], [-1.330167, 0.664423, 1.336667], [0.309833, -0.510577, -4.262333], [4.305833, -0.569577, 3.991667], [-2.843167, 3.795423, -5.270333], [0.194833, -5.172577, 1.109667], [0.112833, -3.106577, 3.841667], [2.824833, -1.429577, 4.252667], [-0.882167, -0.256577, 3.126667], [0.383833, -4.831577, 2.438667], [3.174833, -2.115577, -0.399333]], "forces_ev_per_a": [[0.44, -0.21, -1.17], [-1.09, 3.88, 5.33], [-0.45, -0.72, -0.47], [-2.17, 3.85, -1.95], [-4.66, -1.06, 0.96], [0.89, -0.69, -1.88], [1.71, 1.82, 0.72], [0.83, 1.65, 2.89], [4.36, -0.75, 1.31], [0.67, -2.13, -0.96], [-1.17, 0.09, -0.22], [3.81, -0.19, -1.82], [-0.64, -0.28, -0.23], [1.87, -1.40, -0.12], [-3.50, -4.31, -3.66], [-1.61, 1.21, 0.13], [-2.78, 2.59, 1.00], [-7.92, -1.41, -3.50], [4.08, -0.38, 4.65], [1.18, 0.76, -1.09], [-0.08, 3.21, 2.54], [-1.12, 2.82, -3.99], [1.04, 1.49, -1.13], [1.45, -1.42, -0.06], [-1.33, -2.57, -0.26], [-4.05, -5.24, -5.61], [-3.40, 0.68, 4.64], [-1.06, 0.35, -1.04], [1.36, -1.92, 1.01], [3.03, 1.70, 1.02], [0.49, -0.07, -0.16], [0.70, -2.18, 2.22], [-0.09, -2.33, 1.91], [1.01, 0.97, -0.27], [-1.32, 2.37, -3.35], [-2.07, 2.97, 2.06], [-0.65, -3.76, 0.79], [0.25, -2.26, 0.07], [0.64, -1.95, 1.27], [-0.72, -0.79, 0.28], [-0.30, 2.67, -0.02], [-0.71, 3.82, 3.09], [3.13, -1.29, -4.18], [0.49, -0.44, -1.26], [0.35, 2.29, -0.09], [-0.71, 1.41, -0.20], [2.03, -4.21, 2.77], [5.48, 0.82, 0.55], [0.55, -1.52, 0.35], [-0.69, -0.21, -1.91], [0.28, -0.30, -0.35], [0.09, 0.18, -0.45], [1.99, 4.80, -3.41], [-1.37, 0.45, -0.70], [1.14, -0.56, 2.06], [-0.11, 0.92, 0.02], [0.93, -0.37, -0.83], [1.90, 0.48, -0.72], [7.16, 3.11, 1.46], [-0.04, -0.16, 0.11], [0.17, -0.26, -1.40], [-3.24, 1.88, -3.64], [-2.92, 2.33, 2.08], [0.37, -0.90, 0.01], [-1.00, 0.05, -1.91], [0.09, 1.98, 0.72], [0.38, -0.40, 1.17], [-1.06, 2.44, -1.25], [-1.85, 1.44, 1.29], [-3.67, -2.73, 0.85], [-1.13, -2.89, -0.19], [6.82, 0.53, 4.05], [-0.77, -1.15, -1.82], [-0.04, -1.30, -3.19], [-3.14, -0.37, 0.06], [-0.63, -1.49, 0.14], [2.30, -3.38, 1.36], [-0.20, -2.08, 3.53]]}